Entry 1:
Entry from the OMol25 dataset: a single C20H29N3O5S molecule at a distorted geometry (the ωB97M-V functional and the def2-TZVPD basis).

```
! RIJCOSX wB97M-V def2-TZVPD def2/J DEFGRID3
* xyz 0 1
C 0.253 0.988 -4.214
C 0.102 -0.516 -4.005
C -1.346 -0.988 -4.149
N -2.210 -0.431 -3.129
C -2.775 -1.176 -2.163
O -2.688 -2.379 -2.084
C -3.592 -0.353 -1.151
N -3.683 -1.063 0.106
C -4.909 -1.446 0.554
O -5.940 -1.145 -0.006
C -4.904 -2.199 1.876
O -3.771 -3.004 2.120
C -2.581 -2.492 1.719
C -1.421 -3.008 2.284
C -0.182 -2.528 1.896
C -0.122 -1.519 0.958
S 1.431 -0.850 0.386
O 2.507 -1.472 1.106
O 1.462 -0.908 -1.048
N 1.207 0.765 0.794
C 1.328 1.021 2.214
C 2.783 1.147 2.681
C 2.839 1.515 4.159
C 3.497 2.189 1.817
C 3.393 1.824 0.335
C 4.101 2.847 -0.546
C 1.913 1.715 -0.040
C -1.262 -0.999 0.377
C -2.508 -1.493 0.733
H 1.305 1.259 -4.203
H -0.240 1.549 -3.423
H -0.169 1.292 -5.171
H 0.483 -0.789 -3.020
H 0.698 -1.042 -4.752
H -1.737 -0.708 -5.134
H -1.399 -2.072 -4.038
H -2.312 0.571 -3.120
H -3.166 0.643 -0.998
H -4.619 -0.252 -1.519
H -5.010 -1.451 2.680
H -5.772 -2.860 1.906
H -1.517 -3.796 3.013
H 0.734 -2.921 2.307
H 0.831 0.196 2.729
H 0.784 1.948 2.432
H 3.264 0.177 2.529
H 2.356 2.475 4.334
H 3.872 1.586 4.491
H 2.335 0.762 4.761
H 4.547 2.251 2.111
H 3.044 3.171 1.981
H 3.844 0.838 0.183
H 3.655 3.832 -0.421
H 4.026 2.564 -1.593
H 5.154 2.911 -0.282
H 1.801 1.367 -1.068
H 1.421 2.688 0.068
H -1.135 -0.231 -0.365
*
```

Calculated values
ΔE to the lowest compared entry with this formula, charge and spin = 24.4 kcal per mole
SMILES string = CCCNC(=O)CN1C(=O)COc2ccc(S(=O)(=O)N3C[C@H](C)C[C@H](C)C3)cc21
Molecular weight = 423.5 u



Entry 2:
Entry from the OMol25 dataset: a molecular structure, C31H27N7O4STc (the ωB97M-V functional and the def2-TZVPD basis).

```
! RIJCOSX wB97M-V def2-TZVPD def2/J DEFGRID3
* xyz 0 2
Tc -1.674 -0.414 0.005
O -2.596 -0.525 3.859
C -1.751 -0.283 3.032
N -1.523 -1.075 1.899
C -1.659 -2.445 2.023
C -1.379 -3.155 3.201
C -1.485 -4.522 3.208
C -1.878 -5.212 2.049
C -2.157 -4.541 0.880
C -2.044 -3.143 0.856
N -2.261 -2.310 -0.224
C -2.764 -2.689 -1.436
O -3.220 -3.771 -1.751
C -2.682 -1.574 -2.472
C -3.155 -1.798 -3.750
C -2.997 -0.803 -4.700
C -2.359 0.374 -4.343
C -1.926 0.534 -3.040
N -2.094 -0.417 -2.119
C -0.840 0.907 3.185
C -1.314 2.024 3.857
C -0.443 3.077 4.068
C 0.869 2.952 3.635
C 1.248 1.777 3.001
N 0.413 0.771 2.762
H -1.075 -2.622 4.093
H -1.260 -5.067 4.115
H -1.968 -6.290 2.071
H -2.470 -5.065 -0.008
H -3.625 -2.747 -3.960
H -3.362 -0.947 -5.709
H -2.199 1.169 -5.058
H -1.442 1.441 -2.700
H -2.341 2.046 4.192
H -0.776 3.973 4.576
H 1.590 3.742 3.792
H 2.269 1.639 2.665
C 0.474 5.083 -0.772
C 1.012 4.196 0.341
N 1.602 2.961 -0.164
C 3.014 3.043 -0.559
C 3.957 2.578 0.538
C 0.910 1.821 -0.303
S -0.784 1.879 -0.036
N 1.662 0.788 -0.735
C 1.286 -0.461 -0.826
O 0.191 -0.999 -0.458
C 2.274 -1.417 -1.413
C 1.921 -2.753 -1.578
C 2.826 -3.649 -2.127
C 4.087 -3.214 -2.513
C 4.443 -1.882 -2.347
C 3.539 -0.986 -1.799
H 0.083 6.012 -0.358
H -0.335 4.575 -1.296
H 1.254 5.333 -1.493
H 0.218 3.940 1.042
H 1.793 4.712 0.904
H 3.203 4.088 -0.810
H 3.159 2.450 -1.458
H 3.861 3.199 1.431
H 4.992 2.636 0.200
H 3.739 1.544 0.803
H 0.939 -3.082 -1.268
H 2.547 -4.686 -2.254
H 4.795 -3.914 -2.937
H 5.426 -1.543 -2.645
H 3.803 0.053 -1.659
O -5.572 1.431 0.258
C -4.522 0.898 0.266
N -3.464 0.356 0.273
*
```

Calculated values
ΔE to the lowest compared entry with this formula, charge and spin = 0.0 kcal per mole
Molecular weight = 691.7 u



Entry 3:
Entry from the OMol25 dataset: 9 unconnected molecules or ions with the total composition C33H66O15 at a distorted geometry (the ωB97M-V functional and the def2-TZVPD basis).

```
! RIJCOSX wB97M-V def2-TZVPD def2/J DEFGRID3
* xyz 0 1
C 2.882 -1.572 -4.564
C 4.036 -1.039 -5.271
O 4.931 -1.971 -5.668
C 6.108 -1.666 -6.180
C 6.831 -2.958 -6.505
O 6.524 -0.519 -6.217
H 3.085 -2.229 -3.774
H 2.260 -2.280 -5.014
H 2.086 -0.872 -4.145
H 3.511 -0.514 -6.251
H 4.507 -0.244 -4.699
H 7.601 -2.715 -7.103
H 6.294 -3.859 -7.015
H 7.189 -3.480 -5.553
C 3.253 3.225 0.194
C 4.058 2.802 -1.072
O 3.239 3.311 -2.222
C 3.639 2.798 -3.414
C 2.658 3.264 -4.435
O 4.574 2.004 -3.658
H 3.411 2.557 1.102
H 2.230 3.015 0.009
H 3.389 4.161 0.520
H 5.078 3.303 -1.027
H 4.045 1.717 -1.198
H 3.060 2.940 -5.314
H 2.745 4.255 -4.455
H 1.707 3.045 -4.191
C -2.658 -1.031 4.616
C -2.601 -0.106 3.381
O -2.585 1.226 3.848
C -2.617 2.207 2.905
C -2.801 3.639 3.570
O -2.508 2.093 1.670
H -2.962 -0.409 5.619
H -1.623 -1.270 4.631
H -3.109 -1.975 4.334
H -1.647 -0.492 2.765
H -3.425 0.068 2.785
H -3.645 3.577 4.167
H -2.616 4.302 2.869
H -1.845 3.830 4.237
C -1.471 1.052 -3.747
C -1.442 2.534 -3.070
O -2.629 2.686 -2.319
C -2.983 3.939 -1.868
C -4.093 3.819 -0.881
O -2.397 4.992 -2.188
H -0.554 0.936 -3.863
H -2.151 1.092 -4.735
H -1.680 0.449 -2.804
H -0.798 2.671 -2.241
H -1.479 3.347 -3.632
H -4.776 4.555 -0.826
H -3.614 3.758 0.118
H -4.529 2.880 -1.279
C -4.596 -4.850 1.611
C -3.630 -3.696 1.436
O -2.483 -4.286 0.807
C -1.370 -3.500 0.625
C -0.450 -4.087 -0.452
O -1.233 -2.402 1.018
H -4.602 -5.506 0.859
H -5.599 -4.614 2.022
H -4.335 -5.370 2.280
H -3.944 -2.980 0.877
H -3.104 -3.219 2.132
H 0.624 -3.709 -0.202
H -0.723 -3.872 -1.600
H -0.251 -5.252 -0.316
C -6.435 0.653 2.677
C -6.553 -0.347 1.500
O -5.223 -0.296 1.007
C -4.959 -0.160 -0.279
C -3.522 -0.208 -0.610
O -5.827 -0.348 -1.146
H -6.224 1.614 2.289
H -5.474 0.491 3.397
H -7.458 0.838 3.329
H -6.814 -1.376 1.870
H -7.293 0.202 0.794
H -2.837 -0.709 0.023
H -3.271 0.783 -0.341
H -3.110 -0.504 -1.479
C 3.105 -3.404 3.450
C 3.172 -4.718 2.555
C 4.152 -5.870 3.063
O 2.566 -4.710 1.391
H 2.171 -2.952 3.112
H 3.890 -2.674 3.277
H 2.797 -3.621 4.535
H 5.294 -5.513 2.796
H 4.066 -6.705 2.668
H 4.083 -5.971 4.139
C 2.129 -1.521 -0.041
C 0.985 -0.660 -0.575
C 0.366 0.259 0.507
O 0.518 -0.723 -1.790
H 1.885 -2.022 0.931
H 3.047 -0.722 0.056
H 2.161 -2.251 -0.880
H -0.511 0.809 0.281
H 0.789 1.168 0.566
H 0.343 -0.281 1.397
C 2.930 4.588 3.412
C 1.926 3.622 3.978
C 1.074 2.941 2.955
O 1.707 3.531 5.310
H 3.781 4.181 2.967
H 3.472 5.251 4.153
H 2.583 5.343 2.668
H 1.584 2.258 2.409
H 0.722 3.774 2.245
H 0.215 2.456 3.397
*
```

Calculated values
ΔE to the lowest compared entry with this formula, charge and spin = 258.2 kcal per mole
SMILES string = CCOC(C)=O.CCOC(C)=O.CCOC(C)=O.CCOC(C)=O.CCOC(C)=O.CCOC(C)=O.CC(C)=O.CC(C)=O.CC(C)=O
Molecular weight = 702.9 u